A cluster of 11 separate species, C48H120Cl6N15O11P5 in total in a non-equilibrium geometry. Source: the Open Molecules 2025 dataset; level of theory: ωB97M-V/def2-TZVPD.

Results
Highest occupied orbital energy (alpha / beta) ... -9.83 / -9.83 eV
Total charge ... +1
Spin multiplicity ... 2
Gap between HOMO and LUMO (alpha / beta) ... 7.69 / 3.00 eV

Each line ends with the Löwdin spin population.
Cartesian coordinates (Å):
Cl1 3.54920 1.62266 -6.64440  0.00
C1 3.70495 2.41180 -5.04906  0.00
C2 5.12630 2.08975 -4.44921  0.00
Cl2 6.23499 3.18685 -5.24834  0.00
H1 2.94509 1.97735 -4.39947  0.00
H2 3.53461 3.48574 -5.12478  0.00
H3 5.46024 1.05602 -4.53853  0.00
H4 5.23345 2.35610 -3.39770  0.00
Cl3 -2.02423 -4.00850 3.36458  0.00
C3 -3.16821 -2.79921 4.01452  0.00
C4 -2.53480 -1.38110 4.02969  0.00
Cl4 -3.69711 -0.32936 4.76515  0.00
H5 -3.29925 -3.06452 5.06359  0.00
H6 -4.05883 -2.76709 3.38694  0.00
H7 -2.26930 -0.88582 3.09572  0.00
H8 -1.56518 -1.43572 4.52461  0.00
Cl5 -6.36553 -3.33859 -2.56685  0.00
C5 -5.41505 -2.43132 -3.67728  0.00
C6 -6.28018 -1.96750 -4.77140  0.00
Cl6 -5.42408 -1.11913 -6.02830  0.00
H9 -4.52125 -2.97679 -3.98006  0.00
H10 -4.94223 -1.58611 -3.17713  0.00
H11 -7.19016 -1.39254 -4.59976  0.00
H12 -6.51409 -2.98827 -5.07375  0.00
O1 -0.82068 4.73188 2.76483  0.00
P1 -2.26388 5.07672 3.08311  0.00
N1 -2.68686 6.68405 2.86635  0.00
C7 -1.70080 7.51003 2.11702  0.00
C8 -3.81655 7.39114 3.41032  0.00
N2 -2.61786 4.91301 4.76392  0.00
C9 -1.82737 5.65329 5.78231  0.00
C10 -3.02072 3.50550 5.11181  0.00
N3 -3.47879 4.23201 2.13291  0.00
C11 -4.96559 4.58518 1.98238  0.00
C12 -3.09584 3.12315 1.27978  0.00
H13 -1.48549 8.42326 2.67179  0.00
H14 -2.16812 7.83606 1.18782  0.00
H15 -0.84670 6.88344 1.86013  0.00
H16 -4.60921 6.64431 3.36498  0.00
H17 -3.89564 8.36514 2.92745  0.00
H18 -3.68100 7.46386 4.48941  0.00
H19 -1.66247 6.63317 5.33429  0.00
H20 -2.27255 5.77675 6.76957  0.00
H21 -0.88533 5.10608 5.81747  0.00
H22 -3.73473 3.10478 4.39228  0.00
H23 -2.20655 2.78143 5.14272  0.00
H24 -3.53210 3.45804 6.07323  0.00
H25 -5.13192 5.60938 1.64854  0.00
H26 -5.55804 3.90839 1.36671  0.00
H27 -5.37136 4.44176 2.98382  0.00
H28 -2.85395 2.31922 1.97497  0.00
H29 -2.20608 3.43221 0.73122  0.00
H30 -3.89686 2.79392 0.61791  0.00
O2 -2.66882 6.55809 -4.24269  0.00
P2 -1.22248 6.52157 -4.76755  0.00
N4 -0.92605 4.93478 -5.39921  0.00
C13 0.35825 4.27336 -5.58332  0.00
C14 -2.04426 4.37916 -6.22252  0.00
N5 -0.07389 6.52068 -3.43299  0.00
C15 1.16764 7.26134 -3.46060  0.00
C16 -0.46784 6.06341 -2.13797  0.00
N6 -0.59754 7.67431 -5.93466  0.00
C17 -1.16166 7.47896 -7.26544  0.00
C18 -0.47343 9.13058 -5.56472  0.00
H31 1.01239 4.56152 -4.76043  0.00
H32 0.89573 4.72093 -6.41932  0.00
H33 0.24804 3.20560 -5.77263  0.00
H34 -2.82947 5.11505 -6.39576  0.00
H35 -2.36933 3.48751 -5.68643  0.00
H36 -1.72109 3.99819 -7.19130  0.00
H37 1.57705 7.12168 -4.46109  0.00
H38 1.01089 8.27162 -3.08264  0.00
H39 1.86795 6.82739 -2.74691  0.00
H40 -0.82353 6.74259 -1.36317  0.00
H41 -1.38991 5.49309 -2.25027  0.00
H42 0.38093 5.40971 -1.93704  0.00
H43 -0.62622 8.07223 -8.00668  0.00
H44 -0.96105 6.53623 -7.77449  0.00
H45 -2.23050 7.69007 -7.23214  0.00
H46 0.08292 9.38054 -4.66134  0.00
H47 -1.51359 9.44462 -5.47784  0.00
H48 0.09002 9.50244 -6.42050  0.00
O3 2.95766 -4.55549 2.72631  0.00
P3 3.18716 -4.84679 4.10899  0.00
N7 3.50818 -3.46678 4.96932  0.00
C19 4.20546 -3.50730 6.27752  0.00
C20 2.55614 -2.31752 4.88680  0.00
N8 4.44903 -5.97812 4.33267  0.00
C21 5.84330 -5.62878 3.91896  0.00
C22 4.25121 -7.38706 4.10465  0.00
N9 1.94015 -5.52872 5.14131  0.00
C23 2.15769 -5.88123 6.52942  0.00
C24 0.71039 -6.12390 4.51646  0.00
H49 4.23280 -4.52571 6.66508  0.00
H50 3.86531 -2.85060 7.07824  0.00
H51 5.28513 -3.39086 6.18347  0.00
H52 1.82675 -2.40735 5.69180  0.00
H53 2.02051 -2.33770 3.93770  0.00
H54 3.18506 -1.43148 4.80020  0.00
H55 6.58881 -6.40069 4.10993  0.00
H56 5.71507 -5.34685 2.87388  0.00
H57 6.09364 -4.71868 4.46407  0.00
H58 3.71722 -7.47361 3.15836  0.00
H59 5.15190 -7.98475 4.24473  0.00
H60 3.62321 -7.79828 4.89498  0.00
H61 1.40934 -6.54596 6.96092  0.00
H62 3.08315 -6.43530 6.68638  0.00
H63 2.02999 -4.98158 7.13144  0.00
H64 0.89558 -7.12097 4.11689  0.00
H65 0.35759 -5.49847 3.69642  0.00
H66 -0.06222 -6.19228 5.28229  0.00
O4 -0.32817 -7.65740 -2.94047  0.00
P4 0.84553 -6.74524 -2.83939  0.00
N10 1.53137 -6.77509 -1.27202  0.00
C25 0.71512 -7.25433 -0.13603  0.00
C26 2.78632 -6.27144 -0.89471  0.00
N11 0.60664 -5.06144 -3.17509  0.00
C27 1.57188 -3.89805 -3.00873  0.00
C28 -0.59354 -4.55960 -3.74043  0.00
N12 2.15483 -7.29474 -3.77035  0.00
C29 2.63177 -8.70069 -3.68240  0.00
C30 2.54517 -6.57842 -5.05944  0.00
H67 1.26629 -7.85150 0.59040  0.00
H68 -0.06835 -7.94629 -0.44501  0.00
H69 0.20137 -6.43558 0.36776  0.00
H70 3.29737 -7.23125 -0.81928  0.00
H71 2.81460 -5.84985 0.11005  0.00
H72 3.41717 -5.82242 -1.66186  0.00
H73 2.15325 -3.89087 -3.93072  0.00
H74 1.00712 -2.96782 -3.07048  0.00
H75 2.19147 -4.01233 -2.11926  0.00
H76 -1.38844 -4.28339 -3.04766  0.00
H77 -0.42212 -3.68565 -4.36888  0.00
H78 -1.19897 -5.34607 -4.19101  0.00
H79 3.04588 -8.69536 -2.67414  0.00
H80 1.85334 -9.42389 -3.92555  0.00
H81 3.44498 -9.05869 -4.31376  0.00
H82 2.39430 -7.26598 -5.89166  0.00
H83 3.62393 -6.42691 -5.09729  0.00
H84 1.96424 -5.69987 -5.34011  0.00
O5 -0.91229 1.02659 1.26537  -0.01
P5 -0.66341 0.11465 0.09813  0.00
N13 -0.22905 1.00619 -1.35160  0.29
C31 -0.15881 0.43749 -2.69865  0.02
C32 -0.66016 2.38928 -1.31159  0.02
N14 -2.07417 -0.79906 -0.41445  0.45
C33 -2.24405 -1.71482 -1.49797  0.06
C34 -3.32814 -0.55490 0.42628  0.04
N15 0.50858 -1.10006 0.26601  0.00
C35 1.94816 -0.62807 0.28767  0.00
C36 0.41471 -2.38336 0.88544  0.00
H85 0.39939 -0.49869 -2.68904  0.00
H86 0.41973 1.05642 -3.38444  0.01
H87 -1.15543 0.27520 -3.10913  0.01
H88 -0.13224 2.91532 -0.51618  0.00
H89 -1.74064 2.44633 -1.17967  0.01
H90 -0.35275 3.07536 -2.10083  0.00
H91 -2.77896 -2.60662 -1.17139  0.02
H92 -2.82428 -1.29973 -2.32207  0.02
H93 -1.25680 -2.02891 -1.83676  0.00
H94 -4.21750 -1.04814 0.03407  0.00
H95 -3.04113 -1.18312 1.26953  0.02
H96 -3.40237 0.48246 0.75257  0.01
H97 2.15766 -0.12263 -0.65506  0.00
H98 2.14907 0.01800 1.14226  0.00
H99 2.68398 -1.43025 0.34415  0.00
H100 -0.54197 -2.90544 0.86872  0.00
H101 0.58476 -2.26254 1.95529  0.00
H102 1.18053 -3.06456 0.51450  0.00
O6 3.69732 4.27627 -1.68762  0.00
C37 3.36289 4.19425 -0.55312  0.00
O7 3.70249 3.12335 0.18654  0.00
C38 3.27780 3.29099 1.52880  0.00
C39 3.02072 4.76437 1.80557  0.00
C40 2.54792 5.12341 0.35051  0.00
H103 4.25485 3.17659 1.99825  0.00
H104 2.54852 2.66484 2.04280  0.00
H105 3.88055 5.32293 2.17543  0.00
H106 2.31006 5.09376 2.56357  0.00
H107 2.80702 6.12769 0.01527  0.00
H108 1.50141 4.93782 0.10869  0.00
O8 6.33370 1.29412 -0.96809  0.00
C41 6.13990 0.92461 0.21725  0.00
O9 5.31050 -0.13717 0.46859  0.00
C42 5.09773 -0.22716 1.87893  0.00
C43 6.43301 0.26180 2.38908  0.00
C44 6.73725 1.44265 1.48300  0.00
H109 4.84009 -1.21696 2.25580  0.00
H110 4.37244 0.49888 2.24624  0.00
H111 7.17512 -0.52929 2.28155  0.00
H112 6.48667 0.48865 3.45386  0.00
H113 7.74663 1.52385 1.07970  0.00
H114 6.31657 2.40170 1.78524  0.00
O10 -8.38109 -4.79568 3.43593  0.00
C45 -7.97474 -4.24138 2.41017  0.00
O11 -6.79517 -3.45318 2.33542  0.00
C46 -6.77063 -2.51317 1.21890  0.00
C47 -8.17670 -2.66031 0.65946  0.00
C48 -8.69315 -4.11194 1.07891  0.00
H115 -6.05691 -3.07458 0.61598  0.00
H116 -6.67674 -1.42723 1.22270  0.00
H117 -8.11745 -2.47223 -0.41256  0.00
H118 -8.65776 -1.73627 0.98014  0.00
H119 -8.26578 -4.87865 0.43268  0.00
H120 -9.73529 -4.19486 1.38739  0.00

Cartesian forces, eV/Å:
Cl -0.2 0.2 0.0
C 1.1 -1.1 1.2
C -1.1 0.8 0.1
Cl 1.0 0.2 -0.6
H -0.1 0.0 -0.1
H 0.2 -0.2 -0.1
H -0.3 0.1 -0.4
H -0.6 0.0 0.1
Cl 0.0 0.1 -0.2
C 0.9 1.2 -0.3
C 0.9 -1.1 -0.6
Cl -0.5 0.8 0.8
H -0.6 -0.1 -0.3
H -0.1 -0.4 0.5
H -0.3 -0.6 -0.4
H -0.3 0.2 0.7
Cl -0.5 -0.8 1.1
C 2.2 2.3 1.3
C -0.8 -1.6 -1.2
Cl 0.7 0.3 -0.5
H -0.5 -0.5 -0.6
H -0.3 0.3 0.5
H 0.3 -0.3 0.8
H -1.0 0.4 -1.4
O -2.4 0.2 -0.3
P -0.7 0.7 0.6
N 2.8 0.0 -1.2
C -1.2 -0.5 -0.1
C 0.4 -1.7 1.1
N -1.7 -1.9 -0.8
C 0.3 -0.6 -1.9
C 0.0 0.7 0.2
N -0.9 0.9 -0.1
C 1.5 0.2 1.8
C 1.0 0.1 1.2
H 0.5 -0.2 0.2
H 0.0 0.1 -0.3
H 0.2 0.4 0.3
H -0.9 1.1 -0.4
H -0.6 -0.3 0.0
H 0.0 0.8 0.2
H 0.2 0.1 0.3
H -0.4 -0.4 -0.3
H 0.4 0.4 0.6
H 0.0 0.3 -0.2
H 0.4 0.1 0.1
H 0.1 0.3 0.1
H 0.1 -0.1 -0.1
H 0.7 -0.2 -0.3
H -0.4 0.4 0.1
H 0.3 -0.6 -0.5
H 0.0 -0.5 -0.2
H 0.0 0.3 0.0
O 3.0 0.4 -1.6
P 0.2 -1.3 1.9
N -1.6 1.2 -0.5
C 0.2 1.8 -0.2
C 1.0 -0.3 0.6
N -1.5 1.4 -2.3
C -0.2 -0.5 0.1
C -1.0 -1.3 -0.7
N 0.4 -1.7 2.2
C 0.2 0.2 -0.5
C -0.7 -1.5 -0.8
H -0.1 -0.7 0.5
H 0.0 -0.3 -0.6
H 0.0 0.0 0.4
H 0.0 -0.3 0.4
H -0.7 0.1 0.0
H 0.4 0.3 -0.2
H 0.3 0.9 0.1
H 0.3 0.4 -0.6
H 0.1 -0.4 0.0
H 1.0 0.8 0.1
H 0.1 -0.6 -0.2
H -0.2 -0.1 1.4
H -0.3 0.9 0.3
H -0.2 -0.7 1.0
H -0.1 0.1 -0.6
H -0.1 -0.6 0.0
H 0.2 1.0 -0.2
H -0.4 0.7 0.1
O -1.6 0.5 -2.9
P 0.4 -2.4 5.1
N 0.8 1.1 1.0
C 1.1 -1.5 -0.4
C 0.9 -1.3 -1.1
N 1.6 0.9 1.3
C -1.8 1.7 -0.1
C -1.8 -0.2 0.7
N -0.9 -0.5 -2.8
C -0.2 0.1 0.3
C 1.1 0.3 0.3
H -0.6 0.0 0.2
H -0.5 0.1 -0.5
H 0.2 0.9 -0.4
H 0.1 0.6 0.2
H -0.1 -0.3 0.0
H -0.4 0.4 0.8
H -0.4 0.0 -0.1
H 1.0 -0.2 -0.4
H 0.4 0.0 -0.1
H 0.4 -1.0 -0.3
H 0.2 0.4 -0.7
H -0.5 0.0 -0.1
H -0.4 -0.2 -0.7
H 0.3 0.5 0.2
H 0.7 0.0 0.3
H 0.0 -0.2 0.0
H 0.1 0.0 0.1
H 0.0 0.1 -0.1
O 0.3 1.6 0.1
P 1.6 -0.5 1.0
N -3.8 -0.3 -1.1
C -0.4 -0.1 -0.7
C 2.2 -2.0 0.2
N 0.9 0.0 0.6
C -0.4 -2.0 -0.7
C -1.9 -0.8 -0.4
N 0.3 2.1 -2.3
C -0.3 0.7 0.9
C -0.2 -1.7 0.3
H 0.6 0.3 0.0
H 0.0 0.2 -0.5
H 0.2 0.2 0.3
H 1.3 0.0 0.8
H -0.1 0.7 -0.3
H -0.6 0.8 0.0
H 0.6 0.1 0.2
H -0.1 -0.1 0.7
H -0.1 0.3 -0.2
H 0.2 0.7 1.1
H -0.1 -0.4 -0.5
H 0.6 -0.1 -1.0
H -0.4 -1.2 0.2
H -0.3 0.1 0.7
H 0.2 1.2 -0.5
H -0.3 -0.2 -0.1
H 0.0 0.5 0.4
H 0.1 0.1 0.7
O 0.0 -1.7 -2.3
P 1.9 -0.6 0.7
N -0.6 -0.7 0.4
C 0.6 -0.7 0.3
C 0.3 1.4 0.8
N -1.5 1.5 1.2
C 1.2 -0.5 -0.2
C 1.8 -1.0 -0.2
N 0.3 2.0 -1.7
C -0.6 0.5 -0.5
C -0.6 -1.0 1.6
H -0.2 -0.2 0.2
H -0.2 0.5 0.3
H -0.1 0.0 -0.2
H -0.5 -0.4 0.8
H 0.0 0.3 0.0
H -0.1 -1.0 -1.0
H -0.1 0.0 0.3
H 0.0 0.3 -0.1
H -0.1 -0.1 -0.2
H 0.1 0.5 -0.6
H -0.4 0.2 0.6
H -0.1 -0.1 -0.2
H 0.1 0.3 0.2
H -0.1 0.2 -0.1
H -0.6 -0.4 0.0
H -0.3 0.3 -0.6
H 0.3 -0.2 0.3
H -0.1 0.1 -0.2
O -0.1 0.4 -0.9
C -0.6 0.0 1.0
O -1.1 -0.9 -0.1
C 2.7 0.8 2.8
C -1.4 1.1 -1.7
C 1.3 1.0 -0.3
H -0.3 -0.9 0.9
H -0.3 -0.5 -1.2
H 0.6 -0.2 -0.9
H -0.7 -0.9 -0.2
H -0.3 0.1 0.2
H -0.2 0.0 0.5
O -0.5 -1.3 4.3
C -0.9 0.9 -4.9
O -0.6 0.1 -0.2
C 0.9 0.6 0.9
C 1.1 -0.1 1.4
C 0.3 -0.8 -1.1
H 0.0 -0.1 -0.6
H -0.6 0.0 -0.4
H 0.1 0.0 -0.4
H -0.4 0.2 0.0
H 0.5 0.5 1.1
H 0.1 -0.1 -0.1
O 2.0 1.5 -3.1
C -0.5 0.3 2.2
O -0.5 0.5 2.1
C -1.2 -3.4 -1.1
C -0.3 -0.4 -1.2
C 0.9 2.1 1.2
H 0.4 1.0 -0.7
H 1.1 -0.2 1.6
H -0.2 -0.5 -0.2
H -1.1 -0.7 0.6
H -0.6 0.0 -0.3
H -0.1 -0.2 -0.9